(P)
Below is a structure of composition C32H48CaNO27, with properties calculated with the ωB97M-V functional and the def2-TZVPD basis.

**Frontier orbital gap**: 8.77 eV

The geometry in ORCA input format:
```
! wB97M-V def2-TZVPD RIJCOSX def2/J DEFGRID3
* xyz 1 1
Ca -1.085 2.523 -0.377
N 0.240 -0.035 -0.603
O 0.297 0.836 -1.516
O -0.614 0.168 0.281
O 0.998 -0.999 -0.571
C -1.257 2.948 6.276
C -0.491 3.576 5.123
C 0.965 3.121 5.022
O 1.141 2.956 3.619
C -0.009 2.850 3.013
O -0.180 2.548 1.857
O -1.011 2.997 3.900
H -2.336 3.036 6.125
H -0.985 3.368 7.241
H -1.145 1.861 6.324
H -0.607 4.659 5.145
H 1.205 2.188 5.530
H 1.631 3.886 5.419
C -3.968 -0.123 4.834
C -4.676 0.269 3.529
C -5.269 1.667 3.517
O -4.638 2.334 2.423
C -3.699 1.546 1.919
O -2.865 1.911 1.133
O -3.687 0.336 2.488
H -3.084 0.513 4.949
H -3.696 -1.166 4.718
H -4.510 0.142 5.742
H -5.420 -0.466 3.218
H -5.082 2.193 4.454
H -6.351 1.639 3.395
C 3.810 1.387 -2.493
C 4.189 0.028 -3.021
C 3.132 -1.070 -2.896
O 3.156 -1.719 -4.158
C 3.704 -0.897 -5.061
O 3.649 -1.021 -6.241
O 4.347 0.110 -4.442
H 4.513 2.197 -2.696
H 3.791 1.399 -1.399
H 2.834 1.663 -2.899
H 5.133 -0.258 -2.548
H 2.112 -0.708 -2.752
H 3.342 -1.733 -2.059
C -1.790 0.025 -6.252
C -0.645 -0.868 -5.734
C -0.787 -1.160 -4.227
O -0.974 -2.560 -4.141
C -1.014 -3.092 -5.371
O -1.225 -4.229 -5.630
O -0.777 -2.164 -6.313
H -1.461 1.026 -6.534
H -2.613 0.098 -5.544
H -2.184 -0.386 -7.183
H 0.326 -0.425 -5.945
H -1.609 -0.639 -3.737
H 0.147 -0.890 -3.727
C 2.922 4.265 -4.992
C 1.440 4.054 -5.208
C 1.054 2.580 -5.526
O 0.164 2.225 -4.493
C 0.008 3.232 -3.622
O -0.682 3.171 -2.646
O 0.732 4.275 -3.997
H 3.308 3.627 -4.197
H 3.164 5.297 -4.738
H 3.445 4.041 -5.923
H 1.081 4.726 -5.987
H 1.968 1.986 -5.589
H 0.589 2.513 -6.509
C -3.242 -2.097 -0.242
C -2.384 -3.186 -0.869
C -2.246 -4.493 -0.119
O -2.984 -5.441 -0.856
C -3.378 -4.897 -2.026
O -3.992 -5.507 -2.832
O -2.988 -3.616 -2.106
H -4.286 -2.188 -0.550
H -2.936 -1.145 -0.684
H -3.188 -2.053 0.843
H -1.400 -2.785 -1.120
H -2.730 -4.412 0.859
H -1.207 -4.778 0.058
C 3.513 0.301 2.731
C 3.371 -1.125 2.246
C 4.239 -1.573 1.077
O 5.130 -2.514 1.646
C 4.780 -2.768 2.910
O 5.342 -3.507 3.645
O 3.696 -2.059 3.261
H 2.960 0.485 3.655
H 3.256 1.085 2.017
H 4.543 0.523 3.032
H 2.330 -1.206 1.921
H 4.674 -0.715 0.558
H 3.661 -2.094 0.310
C -1.399 -2.932 3.125
C -0.182 -2.103 3.497
C -0.165 -0.606 3.186
O -0.115 0.069 4.448
C -0.014 -0.847 5.442
O 0.148 -0.589 6.589
O -0.113 -2.088 4.948
H -1.556 -3.675 3.907
H -1.236 -3.459 2.193
H -2.263 -2.272 3.192
H 0.743 -2.556 3.134
H -1.122 -0.312 2.748
H 0.623 -0.256 2.528
*
```

(Q)
Below is a structure of composition C32H48CaNO27, with properties calculated with the ωB97M-V functional and the def2-TZVPD basis.

**Frontier orbital gap**: 8.71 eV

The geometry in ORCA input format:
```
! wB97M-V def2-TZVPD RIJCOSX def2/J DEFGRID3
* xyz 1 1
Ca -0.439 2.661 1.720
N -0.250 0.553 -0.169
O -1.316 1.004 0.250
O 0.784 1.099 0.180
O -0.273 -0.455 -0.879
C -0.001 -2.651 1.927
C -1.168 -3.396 1.330
C -0.825 -4.298 0.093
O -1.446 -5.538 0.362
C -1.970 -5.510 1.625
O -2.544 -6.456 2.074
O -1.623 -4.389 2.276
H 0.431 -1.943 1.219
H 0.754 -3.391 2.201
H -0.220 -2.124 2.857
H -2.022 -2.777 1.056
H 0.260 -4.366 0.021
H -1.265 -3.732 -0.727
C -0.397 -4.327 -4.178
C -1.480 -3.275 -4.145
C -1.122 -1.983 -3.441
O -1.525 -0.936 -4.342
C -1.817 -1.480 -5.536
O -2.040 -0.826 -6.538
O -1.941 -2.802 -5.412
H -0.318 -4.872 -3.238
H 0.608 -3.996 -4.443
H -0.621 -5.039 -4.975
H -2.337 -3.763 -3.677
H -0.062 -1.847 -3.225
H -1.628 -1.898 -2.479
C -4.267 -2.761 -0.728
C -4.004 -1.293 -0.537
C -4.181 -0.301 -1.735
O -4.994 0.718 -1.153
C -5.482 0.313 0.032
O -6.252 0.982 0.691
O -4.990 -0.846 0.377
H -5.319 -2.896 -0.984
H -4.019 -3.333 0.165
H -3.708 -3.195 -1.560
H -3.066 -1.031 -0.049
H -4.563 -0.826 -2.608
H -3.157 0.052 -1.854
C 4.022 -0.986 4.686
C 2.506 -1.315 4.699
C 1.670 -0.654 5.803
O 0.637 0.025 5.048
C 0.951 0.020 3.766
O 0.344 0.599 2.886
O 2.054 -0.693 3.543
H 4.572 -1.361 5.547
H 4.158 0.094 4.617
H 4.400 -1.329 3.723
H 2.327 -2.390 4.656
H 2.227 -0.025 6.497
H 1.234 -1.439 6.420
C 6.031 2.427 3.381
C 4.701 2.882 3.924
C 4.497 4.374 3.832
O 3.267 4.480 3.181
C 2.858 3.302 2.727
O 1.831 3.159 2.060
O 3.658 2.350 3.096
H 6.384 2.909 2.471
H 6.023 1.345 3.239
H 6.799 2.565 4.145
H 4.630 2.561 4.963
H 5.344 4.811 3.307
H 4.465 4.678 4.878
C -0.732 2.063 -3.637
C 0.731 2.128 -3.245
C 1.469 0.800 -3.336
O 2.529 1.033 -4.204
C 2.537 2.309 -4.592
O 3.458 2.839 -5.180
O 1.438 2.899 -4.209
H -1.200 3.044 -3.721
H -1.336 1.405 -3.011
H -0.902 1.634 -4.626
H 0.868 2.561 -2.256
H 0.869 -0.028 -3.714
H 1.738 0.517 -2.317
C -6.018 5.857 -0.344
C -5.459 4.482 -0.742
C -4.327 4.502 -1.790
O -3.157 4.160 -1.101
C -3.425 3.859 0.163
O -2.669 3.402 0.999
O -4.722 3.964 0.403
H -6.589 5.731 0.575
H -6.526 6.327 -1.183
H -5.185 6.486 -0.022
H -6.247 3.774 -0.989
H -4.080 5.476 -2.213
H -4.581 3.761 -2.547
C 3.794 0.039 -0.002
C 4.000 -1.417 -0.439
C 3.743 -2.452 0.634
O 2.754 -3.268 0.042
C 2.355 -2.789 -1.130
O 1.565 -3.367 -1.833
O 3.025 -1.701 -1.433
H 3.703 0.762 -0.811
H 4.756 0.248 0.477
H 3.025 0.192 0.754
H 5.002 -1.455 -0.867
H 3.420 -1.957 1.553
H 4.606 -3.036 0.955
*
```

Short version: (Q) is the least stable of them.